Version i
Formula: C3H8N3S
Source: OMol25
Level of theory: ωB97M-V/def2-TZVPD

Calculated values
gap between HOMO and LUMO: 10.623 eV
total charge: +1

Geometry as XYZ:
```
15
C3H8N3S | OMol25 | ωB97M-V/def2-TZVPD
C -0.62404 2.04009 -0.06769
C 0.59153 -0.09975 -1.24266
C 0.62951 -1.76426 0.49756
N -1.13546 3.03609 0.38584
N -0.19823 0.47434 0.87723
N -0.20421 -0.60248 -0.05504
S -0.00761 1.64681 -1.63497
H 1.61823 -0.18953 -0.91762
H 0.35911 -0.63357 -2.19048
H 0.97159 -2.52701 -0.28624
H 1.45931 -1.24303 0.98369
H 0.24436 -2.44014 1.27027
H -1.59272 2.88029 1.29247
H -0.98977 0.43771 1.49898
H -1.12160 -1.01555 -0.41136
```

Results of the Mulliken charge analysis, in e, for atoms 1 through 5:
1. C 0.5043
2. C -0.4243
3. C -0.8080
4. N -0.4489
5. N -0.6524


Version ii
Formula: C3H8N3S
Source: OMol25
Level of theory: ωB97M-V/def2-TZVPD

Calculated values
gap between HOMO and LUMO (spin up / spin down): 7.339 / 7.337 eV
total charge: +1

Geometry as XYZ:
```
15
C3H8N3S | OMol25 | ωB97M-V/def2-TZVPD
C 0.80096 -1.14075 -0.07204
C 0.63823 1.31348 0.07709
C 1.68743 -0.05468 0.13531
N -0.46582 -0.93094 -0.31098
N 2.94075 0.04988 0.57277
N -2.99806 -0.20105 0.56926
S -0.94290 0.56253 -0.24013
H 1.00471 -2.14155 0.01784
H 0.87039 1.74473 1.10562
H 1.13316 1.98768 -0.67670
H 3.57805 -0.78228 0.67778
H 3.42596 0.89838 0.49819
H -3.56520 -0.99356 0.36614
H -3.48408 0.70162 0.32828
H -2.84619 -0.52586 1.48435
```

Results of the Mulliken charge analysis, in e, for atoms 1 through 5:
1. C -0.5613
2. C -0.5753
3. C 0.6376
4. N -0.2533
5. N -0.3585


The most stable of them is version ii.


Version i
Formula: C16H20F12O8
Source: OMol25
Level of theory: ωB97M-V/def2-TZVPD

Calculated values
gap between HOMO and LUMO: 11.367 eV
total charge: 0
structure (SMILES): CCOC(=O)C(F)(F)F.CCOC(=O)C(F)(F)F.CCOC(=O)C(F)(F)F.CCOC(=O)C(F)(F)F

Geometry as XYZ:
```
56
C16H20F12O8 | OMol25 | ωB97M-V/def2-TZVPD
C 42.78200 70.36100 36.20800
C 43.36300 69.33900 37.20700
O 42.92800 69.63300 38.55800
C 41.70500 69.40300 39.06000
O 40.90600 68.84800 38.33700
C 41.24500 70.03300 40.46100
F 41.90400 69.47100 41.45400
F 41.63500 71.38600 40.46700
F 39.96800 70.04800 40.68300
H 42.91300 71.41500 36.79100
H 41.73700 70.26600 36.22300
H 43.43600 70.43000 35.31000
H 44.39000 69.46700 37.15800
H 43.17900 68.36900 37.10000
C 37.17700 64.95700 45.62400
C 37.42200 66.26500 46.16200
O 36.46600 67.23600 45.60500
C 36.42000 68.42200 46.14500
O 37.02700 68.72900 47.25500
C 35.49300 69.40300 45.46400
F 36.02200 69.89600 44.30700
F 34.44100 68.59500 45.15500
F 35.05100 70.41700 46.25200
H 36.51900 64.42000 45.98500
H 37.91700 64.28400 45.82700
H 37.06000 64.98300 44.49000
H 38.39700 66.56400 45.75200
H 37.27500 66.12900 47.21800
C 33.97100 71.30200 41.69700
C 35.05300 72.42600 41.35500
O 35.90500 71.85200 40.24900
C 36.98100 72.60000 39.85500
O 37.32100 73.70600 40.16500
C 37.54800 71.90200 38.58200
F 36.73700 70.88100 38.17800
F 37.54700 72.78000 37.55400
F 38.76500 71.44500 38.83400
H 34.54200 70.71500 42.31600
H 33.61100 70.82400 40.70500
H 33.16700 71.84400 42.01000
H 35.61000 72.73600 42.23900
H 34.66500 73.15100 41.12900
C 36.99900 68.52000 41.61300
C 36.85500 67.75600 40.41800
O 35.69300 68.18200 39.79000
C 35.38400 67.51900 38.60200
O 35.93000 66.42500 38.15600
C 34.31400 68.15500 37.83800
F 33.58400 69.01000 38.61100
F 34.75800 68.88300 36.82600
F 33.45600 67.25100 37.31300
H 36.82000 69.51900 41.41700
H 38.03300 68.14600 41.98600
H 36.30800 68.39300 42.38500
H 36.87600 66.66900 40.63900
H 37.81400 67.95100 39.80900
```

Results of the Mulliken charge analysis, in e, for atoms 1 through 5:
1. C -1.0132
2. C -0.3761
3. O -0.4120
4. C 0.5599
5. O -0.5433


Version ii
Formula: C16H20F12O8
Source: OMol25
Level of theory: ωB97M-V/def2-TZVPD

Calculated values
gap between HOMO and LUMO: 10.623 eV
total charge: 0
structure (SMILES): CCOC(=O)C(F)(F)F.CCOC(=O)C(F)(F)F.CCOC(=O)C(F)(F)F.CCOC(=O)C(F)(F)F

Geometry as XYZ:
```
56
C16H20F12O8 | OMol25 | ωB97M-V/def2-TZVPD
C 1.26239 -1.13620 3.50164
C 0.38039 -2.39120 3.20864
O -0.41861 -2.12820 2.07264
C -1.60761 -1.56420 2.22264
O -2.11961 -1.03920 3.22264
C -2.48361 -1.52320 0.83164
F -3.20261 -0.40220 0.95164
F -1.68861 -1.53120 -0.20736
F -3.27361 -2.50820 0.75164
H 1.87939 -1.25620 4.37364
H 0.85139 -0.14120 3.56064
H 1.91339 -1.20920 2.56264
H -0.15261 -2.50720 4.13164
H 1.11639 -3.21020 2.69064
C 0.73239 2.06780 -3.90736
C 0.07039 1.48480 -2.59536
O 0.99139 1.83280 -1.48836
C 0.70039 1.53480 -0.19936
O -0.59261 1.35080 0.19264
C 1.82039 1.83680 0.79864
F 2.69939 2.73680 0.35264
F 1.36839 2.15080 1.99564
F 2.55139 0.60880 0.95464
H 1.81739 1.87480 -4.14836
H 0.68739 3.28680 -4.07136
H 0.12739 1.74680 -4.81336
H -0.03561 0.37680 -2.77436
H -0.89761 1.80880 -2.65936
C -2.29961 3.08980 4.47564
C -1.03661 2.35480 4.48964
O -0.47661 2.28980 5.79164
C 0.81239 2.36080 6.06564
O 1.68039 2.46180 5.25564
C 1.12439 2.19080 7.58864
F 0.88739 3.45080 8.06364
F 0.27239 1.35680 8.18764
F 2.40339 1.88580 7.87564
H -2.87861 3.14380 3.58064
H -2.12261 4.13980 4.53364
H -2.88961 2.95080 5.36964
H -0.50461 2.80580 3.72264
H -1.06361 1.21380 4.10564
C -0.34361 -3.51420 -8.69136
C 0.23239 -2.38820 -7.79436
O 0.12639 -2.88920 -6.35536
C 0.37839 -2.01720 -5.28736
O 0.55439 -0.77720 -5.42436
C 0.32639 -2.76220 -3.97036
F -0.97661 -2.61220 -3.40536
F 0.50039 -4.13820 -4.08536
F 1.17239 -2.21420 -3.10836
H -1.56361 -3.57520 -8.62736
H 0.09839 -4.35020 -8.31836
H -0.12561 -3.10420 -9.67836
H -0.03461 -1.35020 -7.84336
H 1.24939 -2.15320 -8.02836
```

Results of the Mulliken charge analysis, in e, for atoms 1 through 5:
1. C -0.4940
2. C -0.3521
3. O -0.2421
4. C 0.5057
5. O -0.6087


The most stable of them is version ii.


Version i
Formula: C44H72BBrCl2N4OP2SbZr
Source: OMol25
Level of theory: ωB97M-V/def2-TZVPD

Calculated values
gap between HOMO and LUMO: 7.307 eV
total charge: +1

Geometry as XYZ:
```
129
C44H72BBrCl2N4OP2SbZr | OMol25 | ωB97M-V/def2-TZVPD
Zr -1.01787 0.29277 0.13875
C -3.64434 -1.32938 4.61710
C -2.12434 -1.45287 4.45932
C -1.59141 -2.48659 5.46283
C -1.50031 -0.10920 4.86316
P -1.79506 -1.83890 2.62786
C -0.01994 -2.38012 2.58969
N 0.76449 -1.17743 2.73324
B 0.50026 0.04296 2.01699
N 1.27965 1.03096 2.72313
C 1.35347 2.46096 2.59244
P 0.16130 3.25404 1.40902
C -1.47542 3.44048 2.33188
C -2.18906 2.10163 2.12013
C -2.36205 4.49631 1.66133
C -1.37865 3.71957 3.83238
C 1.07584 4.91536 1.29686
C 0.20305 6.07689 0.80476
C 1.71654 5.36578 2.61667
C 2.18391 4.68340 0.25846
C 2.01656 0.40832 3.73162
C 2.91481 0.93183 4.64656
C 3.49403 0.06428 5.56813
C 3.18088 -1.28990 5.57046
C 2.28001 -1.82059 4.65173
C 1.70109 -0.96137 3.73243
C -2.71507 -3.42926 2.18092
C -2.00082 -4.00949 0.94626
C -4.16385 -3.11125 1.79828
C -2.72702 -4.51792 3.25680
H -3.87203 -0.95576 5.61855
H -4.07212 -0.62812 3.89479
H -4.14890 -2.28789 4.50353
H -1.62955 -2.04553 6.46210
H -2.18086 -3.39754 5.49115
H -0.54952 -2.75031 5.28226
H -1.86030 0.13212 5.86722
H -0.41427 -0.14992 4.90808
H -1.79055 0.71370 4.21849
H 0.20940 -3.09283 3.38273
H 0.19092 -2.87156 1.63877
H 1.25884 2.92674 3.57774
H 2.34165 2.75196 2.22072
H -2.45015 1.96951 1.05270
H -1.61320 1.24690 2.48114
H -3.16278 2.08399 2.61803
H -2.33350 4.41517 0.57019
H -3.39790 4.33825 1.97415
H -2.08748 5.50785 1.94050
H -0.72248 3.01673 4.34716
H -1.01606 4.72988 4.01992
H -2.36797 3.63644 4.29071
H -0.38560 6.50503 1.61326
H 0.86242 6.86664 0.43726
H -0.47496 5.81140 -0.00385
H 0.99004 5.43096 3.42641
H 2.53092 4.71693 2.93514
H 2.14131 6.36299 2.47617
H 1.76669 4.44724 -0.71932
H 2.77687 5.59612 0.16058
H 2.86751 3.87973 0.53519
H 3.16989 1.98406 4.64954
H 4.20196 0.44902 6.28979
H 3.64807 -1.94470 6.29376
H 2.05027 -2.87884 4.65856
H -1.65572 -3.24003 0.25841
H -1.13689 -4.60946 1.23607
H -2.69224 -4.66209 0.40699
H -4.21398 -2.45536 0.93306
H -4.66752 -4.04542 1.53514
H -4.72786 -2.64869 2.60737
H -1.73410 -4.72166 3.65892
H -3.39592 -4.27553 4.08166
H -3.09498 -5.44389 2.80576
O 3.52627 -3.08198 -3.82376
C 3.18742 -2.64650 -2.59630
C 3.30204 -3.42354 -1.44656
C 2.91307 -2.87541 -0.23957
N 2.43380 -1.63540 -0.11270
C 2.34102 -0.95151 -1.21819
Br 1.67494 0.85105 -1.02372
C 2.68680 -1.35332 -2.48905
H 3.86366 -3.98409 -3.78236
H 3.68479 -4.43531 -1.48932
H 2.99508 -3.44891 0.67614
H 2.57453 -0.71963 -3.35559
C -4.17550 3.36137 -1.86063
C -3.45499 2.66120 -3.00837
C -4.26119 1.47260 -3.52062
Sb -1.43644 2.15445 -2.41907
C -0.47290 4.08838 -2.56176
C -1.34490 5.19775 -3.13526
C 0.84210 3.98749 -3.33099
C -0.64073 1.25191 -4.20711
C -0.88258 -0.25111 -4.26704
C -1.11000 1.96784 -5.46987
H -5.17411 3.67701 -2.17381
H -3.64770 4.24883 -1.50543
H -4.30263 2.68850 -1.00835
H -3.31009 3.36895 -3.82866
H -4.47479 0.75952 -2.72468
H -3.76157 0.92944 -4.32198
H -5.22204 1.82191 -3.90832
H -0.25092 4.30841 -1.51857
H -1.61309 5.00507 -4.17601
H -0.79406 6.14259 -3.11749
H -2.27035 5.34896 -2.57922
H 0.66858 3.79782 -4.39154
H 1.49905 3.19813 -2.96101
H 1.38826 4.93217 -3.25894
H 0.43400 1.41898 -4.09123
H -1.94571 -0.49398 -4.34130
H -0.48621 -0.75964 -3.38708
H -0.39308 -0.66790 -5.15204
H -2.18584 1.86854 -5.61925
H -0.62611 1.53152 -6.34791
H -0.87576 3.03340 -5.46274
Cl -3.70484 -0.21982 -0.40740
C -3.39121 -1.56690 -1.50632
C -4.43650 -2.21884 -2.11918
C -4.12664 -3.30030 -2.93525
C -2.80783 -3.69758 -3.09517
C -1.78348 -3.01941 -2.45580
Cl -0.15076 -3.55823 -2.62927
C -2.03391 -1.90625 -1.63898
N -1.09900 -1.19181 -0.95596
H -5.45860 -1.90181 -1.96432
H -4.91770 -3.83871 -3.43769
H -2.56617 -4.54854 -3.71726
```

Results of the Mulliken charge analysis, in e, for atoms 1 through 5:
1. Zr -0.8921
2. C -2.1340
3. C 2.2395
4. C -1.7581
5. C -2.6921


Version ii
Formula: C44H72BBrCl2N4OP2SbZr
Source: OMol25
Level of theory: ωB97M-V/def2-TZVPD

Calculated values
gap between HOMO and LUMO: 6.758 eV
total charge: +1

Geometry as XYZ:
```
129
C44H72BBrCl2N4OP2SbZr | OMol25 | ωB97M-V/def2-TZVPD
Zr -0.28597 0.51968 -0.45846
C 1.69135 -4.58419 2.10874
C 2.45367 -4.38480 0.79292
C 3.71168 -5.25299 0.79898
C 1.58237 -4.89527 -0.36310
P 2.67574 -2.51748 0.56245
C 2.90648 -2.37752 -1.27681
N 1.65144 -2.25240 -2.01799
B 0.38628 -1.53334 -1.76839
N -0.51398 -2.11900 -2.73424
C -1.93865 -1.95746 -2.84652
P -2.65593 -1.36985 -1.25273
C -2.88743 -2.96760 -0.27426
C -1.51994 -3.64891 -0.21282
C -3.32378 -2.67269 1.16162
C -3.87053 -3.96640 -0.88854
C -4.32915 -0.79306 -1.87953
C -5.35305 -0.68707 -0.74893
C -4.92065 -1.62498 -3.02500
C -4.06044 0.61578 -2.39546
C 0.14692 -3.04175 -3.53713
C -0.31647 -3.80426 -4.59609
C 0.58171 -4.65328 -5.23343
C 1.90649 -4.71907 -4.82041
C 2.37026 -3.94864 -3.75869
C 1.47634 -3.11070 -3.10798
C 4.38592 -2.04440 1.22182
C 4.49807 -0.52192 1.10487
C 4.42436 -2.38826 2.71474
C 5.61180 -2.63319 0.51429
H 1.45162 -5.64307 2.23797
H 0.75433 -4.02300 2.10979
H 2.27215 -4.26729 2.97565
H 3.40424 -6.30293 0.79455
H 4.33050 -5.10269 1.68183
H 4.32078 -5.09265 -0.09143
H 1.12746 -5.84647 -0.07486
H 2.17579 -5.07576 -1.26001
H 0.79058 -4.20534 -0.63441
H 3.40425 -3.28354 -1.62289
H 3.60318 -1.56279 -1.48974
H -2.39736 -2.91506 -3.10813
H -2.21431 -1.25250 -3.63711
H -0.72216 -2.96777 0.09356
H -1.24900 -4.06390 -1.18352
H -1.55831 -4.47370 0.50471
H -2.64603 -1.97087 1.64567
H -3.30106 -3.60434 1.73246
H -4.32951 -2.26860 1.23238
H -3.62793 -4.21476 -1.92209
H -4.90251 -3.62287 -0.84070
H -3.81082 -4.89500 -0.31449
H -5.73638 -1.65837 -0.43996
H -6.20434 -0.09937 -1.10281
H -4.93975 -0.18226 0.12602
H -5.04300 -2.67658 -2.78297
H -4.32723 -1.54884 -3.93596
H -5.91115 -1.22471 -3.25685
H -3.79671 1.26430 -1.56442
H -4.95724 1.01931 -2.87241
H -3.24770 0.65823 -3.12482
H -1.34299 -3.73519 -4.93315
H 0.24834 -5.25659 -6.06690
H 2.59534 -5.37251 -5.33892
H 3.41200 -4.00343 -3.47105
H 3.61194 -0.02392 1.49525
H 4.64847 -0.19953 0.07648
H 5.36390 -0.18316 1.68195
H 3.58319 -1.93576 3.24705
H 5.34782 -1.99856 3.15251
H 4.40330 -3.46122 2.89879
H 5.54931 -2.52853 -0.57063
H 5.77606 -3.67860 0.74763
H 6.50201 -2.08592 0.83887
O 3.15948 2.09093 4.72423
C 2.45163 1.84066 3.62194
C 2.52560 2.61644 2.46308
C 1.76718 2.25433 1.37779
N 0.93796 1.19260 1.38796
C 0.85926 0.49507 2.52130
Br -0.43252 -0.87721 2.48837
C 1.58767 0.74632 3.65469
H 3.72804 2.86281 4.61053
H 3.17619 3.47896 2.40364
H 1.80398 2.81587 0.45354
H 1.48637 0.14554 4.54613
C -4.12891 0.67572 2.89395
C -4.34624 1.95944 2.10167
C -4.85428 3.06477 3.02418
Sb -2.56738 2.41077 0.93049
C -1.37029 3.57070 2.33334
C -1.78141 5.02409 2.53900
C -1.22890 2.86042 3.67854
C -3.20771 4.07574 -0.32035
C -4.34062 4.90728 0.27238
C -3.54242 3.75364 -1.76973
H -5.05596 0.37481 3.39035
H -3.37339 0.81232 3.67181
H -3.80787 -0.14626 2.26112
H -5.10812 1.77699 1.33779
H -4.14663 3.27796 3.82454
H -5.78241 2.73597 3.50073
H -5.06626 3.99433 2.50420
H -0.39899 3.56354 1.83110
H -2.75625 5.10289 3.02223
H -1.81314 5.59019 1.60886
H -1.05656 5.51626 3.19466
H -2.13786 2.95523 4.27180
H -0.42087 3.31185 4.26276
H -1.01865 1.79515 3.58216
H -2.28660 4.66203 -0.30595
H -5.26403 4.32838 0.34667
H -4.54589 5.75003 -0.39384
H -4.11040 5.31606 1.25384
H -4.53814 3.31652 -1.84949
H -2.81546 3.09473 -2.23942
H -3.56008 4.68340 -2.34243
Cl 2.41472 0.74824 -1.49976
C 2.18527 2.27615 -2.28834
C 3.21251 2.81914 -3.02847
C 3.00303 4.05076 -3.62735
C 1.79466 4.69690 -3.43225
C 0.78672 4.12002 -2.67503
Cl -0.63622 5.06833 -2.41820
C 0.90944 2.84286 -2.09995
N -0.00752 2.12501 -1.37378
H 4.14963 2.28997 -3.13064
H 3.77756 4.51041 -4.22432
H 1.61833 5.67370 -3.86075
```

Results of the Mulliken charge analysis, in e, for atoms 1 through 5:
1. Zr -1.0740
2. C -1.7410
3. C 2.2348
4. C -2.0049
5. C -1.7556


The most stable of them is version ii.